1.
Here is C53H66Cl5CuN2OP3Si as an isolated structure from the OMol25 dataset. Energies are from wB97M-V/def2-TZVPD.

Output
gap between HOMO and LUMO (spin up / spin down)	6.82 / 6.98	eV
2S+1	2
charge	0
highest occupied orbital energy (spin up / spin down)	-6.47 / -7.27	eV

Geometry (Å):
Cu (0.3628, 1.1336, -0.1858)
C (-3.5718, 4.4898, -1.4800)
C (-2.1926, 3.8957, -1.1514)
C (-1.1055, 4.5783, -1.9975)
P (-1.8012, 2.0630, -1.2497)
C (-2.0454, 1.6025, -3.0502)
C (-3.3735, 1.9726, -3.7066)
C (-1.8074, 0.1006, -3.1583)
C (-3.0874, 1.1287, -0.3543)
C (-4.4046, 1.5955, -0.3154)
C (-5.3745, 0.9418, 0.4233)
C (-5.0319, -0.1904, 1.1433)
C (-3.7319, -0.6690, 1.0873)
C (-2.7304, -0.0402, 0.3376)
Si (-0.9466, -0.8476, 0.2395)
C (-1.3231, -2.3008, -1.0204)
C (-2.6567, -2.6314, -1.2894)
C (-3.0078, -3.7714, -1.9911)
C (-2.0234, -4.6389, -2.4323)
C (-0.6949, -4.3260, -2.2126)
C (-0.3274, -3.1551, -1.5427)
P (1.4136, -2.6641, -1.3020)
C (2.2637, -4.2437, -0.6959)
C (1.3668, -4.9403, 0.3287)
C (2.8188, -5.2566, -1.6959)
C (2.0401, -2.4948, -3.0775)
C (1.8567, -1.0477, -3.5465)
C (1.4901, -3.4232, -4.1571)
C (-1.0967, -1.9522, 1.8478)
C (-1.6434, -3.2379, 1.7603)
C (-2.0992, -3.9218, 2.8772)
C (-2.0514, -3.3208, 4.1241)
C (-1.4407, -2.0850, 4.2534)
C (-0.9249, -1.4215, 3.1396)
P (0.2228, -0.0168, 3.2829)
C (1.7685, -0.9549, 3.8647)
C (1.6832, -1.9681, 5.0051)
C (2.3077, -1.6929, 2.6335)
C (-0.3241, 1.0075, 4.7617)
C (-1.8332, 1.2459, 4.6676)
C (0.0931, 0.6459, 6.1850)
H (-3.4312, 5.5067, -1.8518)
H (-4.1943, 4.5554, -0.5886)
H (-4.1168, 3.9403, -2.2413)
H (-1.9830, 4.1168, -0.1013)
H (-1.0621, 5.6452, -1.7719)
H (-1.3095, 4.4627, -3.0643)
H (-0.1285, 4.1481, -1.7886)
H (-1.2300, 2.1230, -3.5640)
H (-4.2179, 1.6784, -3.0811)
H (-3.4598, 1.4425, -4.6579)
H (-3.4337, 3.0379, -3.9216)
H (-2.6433, -0.4492, -2.7266)
H (-0.9052, -0.1859, -2.6195)
H (-1.6998, -0.2045, -4.2015)
H (-4.6774, 2.4855, -0.8603)
H (-6.3892, 1.3198, 0.4365)
H (-5.7726, -0.7062, 1.7421)
H (-3.4940, -1.5620, 1.6471)
H (-3.4423, -1.9858, -0.9161)
H (-4.0520, -3.9986, -2.1691)
H (-2.2863, -5.5515, -2.9535)
H (0.0654, -5.0148, -2.5543)
H (3.1200, -3.8192, -0.1552)
H (0.5836, -5.5119, -0.1704)
H (0.8775, -4.2168, 0.9810)
H (1.9512, -5.6286, 0.9442)
H (2.0197, -5.8360, -2.1600)
H (3.4682, -5.9616, -1.1697)
H (3.4095, -4.7787, -2.4775)
H (3.1133, -2.6753, -2.9710)
H (0.8152, -0.8723, -3.8184)
H (2.4706, -0.8555, -4.4311)
H (2.1383, -0.3405, -2.7715)
H (0.4152, -3.2895, -4.2741)
H (1.6934, -4.4748, -3.9624)
H (1.9648, -3.1671, -5.1090)
H (-1.7349, -3.7110, 0.7921)
H (-2.5174, -4.9150, 2.7672)
H (-2.4482, -3.8270, 4.9955)
H (-1.3573, -1.6381, 5.2354)
H (2.4666, -0.1563, 4.1446)
H (0.8986, -2.6970, 4.8198)
H (1.5102, -1.5119, 5.9771)
H (2.6287, -2.5155, 5.0590)
H (1.7048, -2.5849, 2.4667)
H (3.3441, -2.0050, 2.7913)
H (2.2577, -1.0915, 1.7284)
H (0.1706, 1.9586, 4.5330)
H (-2.3930, 0.3730, 5.0057)
H (-2.1388, 1.4538, 3.6403)
H (-2.1170, 2.0972, 5.2903)
H (-0.3598, -0.2842, 6.5282)
H (-0.2396, 1.4416, 6.8569)
H (1.1767, 0.5684, 6.2744)
Cl (2.5465, 2.8214, -2.3735)
C (2.1882, 3.5936, -0.8594)
C (1.1701, 3.0611, -0.0797)
C (0.8360, 3.8154, 1.0416)
Cl (-0.5152, 3.2980, 2.0035)
C (1.5030, 4.9766, 1.4228)
Cl (1.0580, 5.8405, 2.8488)
C (2.5548, 5.4391, 0.6364)
Cl (3.3856, 6.8881, 1.0633)
C (2.8929, 4.7476, -0.5245)
Cl (4.1797, 5.3385, -1.5142)
C (6.5684, 0.7104, 1.6578)
N (5.2329, 1.1718, 1.3639)
N (4.5351, 0.5902, 0.3132)
C (3.1723, 0.8366, 0.4883)
O (2.2966, 0.4240, -0.3026)
C (3.0763, 1.5386, 1.7280)
C (4.3309, 1.6748, 2.2407)
C (4.7431, 2.2073, 3.5670)
C (5.2035, 0.4508, -0.9391)
C (5.7655, 1.5712, -1.5374)
C (6.3744, 1.4560, -2.7743)
C (6.4134, 0.2232, -3.4125)
C (5.8895, -0.8996, -2.7891)
C (5.2901, -0.7904, -1.5432)
H (7.1448, 0.6723, 0.7356)
H (6.5646, -0.2901, 2.1032)
H (7.0363, 1.4090, 2.3457)
H (2.1565, 1.9013, 2.1502)
H (3.8937, 2.7046, 4.0292)
H (5.5640, 2.9190, 3.4802)
H (5.0656, 1.3858, 4.2109)
H (5.7039, 2.5282, -1.0340)
H (6.7997, 2.3328, -3.2442)
H (6.8604, 0.1356, -4.3940)
H (5.9538, -1.8671, -3.2706)
H (4.8798, -1.6538, -1.0370)

Mulliken atomic charge list, values in e, 8 entries: number 1, Cu, carries -1.852; number 2, C, carries -1.760; number 3, C, carries 1.584; number 4, C, carries -1.662; number 5, P, carries -0.568; number 6, C, carries 0.547; number 7, C, carries -1.626; number 8, C, carries -0.560


2.
Here is C53H69B2BaF4N12OS as an isolated structure from the OMol25 dataset. Energies are from wB97M-V/def2-TZVPD.

Output
gap between HOMO and LUMO	6.66	eV
charge	-1
highest occupied orbital energy	-4.58	eV

Geometry (Å):
Ba (0.8874, -0.2065, -0.7306)
C (-1.7801, 5.5131, 1.5084)
C (-1.5762, 4.1126, 2.0084)
C (-2.0549, 3.7062, 3.2326)
C (-1.7290, 2.3431, 3.3404)
N (-1.0927, 1.9423, 2.2557)
N (-0.9758, 3.0355, 1.4153)
B (-0.2055, 2.6162, 0.0885)
N (1.3018, 3.0585, 0.0106)
N (2.1881, 2.0144, -0.1118)
C (3.4062, 2.5281, -0.1280)
C (3.3317, 3.9300, 0.0041)
C (1.9900, 4.2264, 0.0787)
C (1.4187, 5.5991, 0.2197)
C (4.6651, 1.7093, -0.2570)
C (5.5135, 1.9257, 1.0059)
C (4.3522, 0.2250, -0.4141)
C (5.4463, 2.1831, -1.4957)
N (-0.9765, 2.7491, -1.2939)
N (-1.0421, 1.5418, -1.9566)
C (-1.6872, 1.7349, -3.0943)
C (-2.0614, 3.0832, -3.1988)
C (-1.5865, 3.6979, -2.0586)
C (-1.7975, 5.1511, -1.7811)
C (-1.9492, 0.6067, -4.0739)
C (-2.8939, -0.4264, -3.4365)
C (-2.6097, 1.1712, -5.3303)
C (-0.6275, -0.0687, -4.4567)
C (-2.0619, 1.3807, 4.4657)
C (-2.4704, 2.1628, 5.7144)
C (-0.8447, 0.5024, 4.7816)
C (-3.2259, 0.4877, 4.0182)
H (-1.8067, 6.1768, 2.3714)
H (-2.7384, 5.6087, 1.0015)
H (-1.0090, 5.8684, 0.8418)
H (-2.5680, 4.3408, 3.9438)
H (-0.1368, 1.4400, 0.2311)
H (4.1430, 4.6440, 0.0260)
H (2.2432, 6.3082, 0.2550)
H (0.8442, 5.7078, 1.1405)
H (0.7939, 5.8718, -0.6301)
H (4.9436, 1.6630, 1.9044)
H (5.8295, 2.9705, 1.0999)
H (6.4092, 1.2951, 0.9672)
H (3.7580, -0.1428, 0.4252)
H (5.2821, -0.3472, -0.4500)
H (3.8110, 0.0203, -1.3450)
H (5.6401, 3.2599, -1.4623)
H (4.8778, 1.9625, -2.4057)
H (6.4069, 1.6589, -1.5542)
H (-2.5812, 3.5797, -4.0079)
H (-1.9358, 5.6587, -2.7340)
H (-0.9655, 5.6199, -1.2745)
H (-2.6953, 5.3141, -1.1912)
H (-3.8227, 0.0494, -3.1140)
H (-2.4271, -0.9014, -2.5688)
H (-3.1429, -1.2079, -4.1657)
H (-3.5741, 1.6341, -5.0974)
H (-2.7838, 0.3617, -6.0447)
H (-1.9722, 1.9195, -5.8126)
H (-0.2234, -0.6471, -3.6237)
H (0.1279, 0.6658, -4.7478)
H (-0.7741, -0.7547, -5.2981)
H (-1.6710, 2.8414, 6.0309)
H (-2.6785, 1.4685, 6.5349)
H (-3.3760, 2.7539, 5.5333)
H (-0.0345, 1.0992, 5.2127)
H (-0.4705, 0.0355, 3.8667)
H (-1.1177, -0.2843, 5.4952)
H (-4.0948, 1.0946, 3.7426)
H (-3.5185, -0.1947, 4.8263)
H (-2.9271, -0.0942, 3.1475)
S (4.1372, -1.4808, 3.5557)
C (3.6513, 0.1289, 3.9593)
C (4.1976, 0.9981, 4.9011)
C (3.6737, 2.2774, 4.9914)
C (2.6217, 2.6733, 4.1582)
C (2.0769, 1.8033, 3.2313)
C (2.5916, 0.5121, 3.1265)
N (2.1759, -0.4623, 2.2131)
C (2.8973, -1.5399, 2.2824)
C (2.8762, -2.6772, 1.3335)
C (3.5860, -3.8470, 1.6634)
C (3.7621, -4.8402, 0.7181)
C (3.2437, -4.6437, -0.5634)
C (2.5081, -3.5013, -0.8464)
C (2.2595, -2.4679, 0.0824)
H (5.0239, 0.6858, 5.5304)
H (4.0918, 2.9786, 5.7061)
H (2.2224, 3.6787, 4.2417)
H (1.2536, 2.0947, 2.5927)
H (4.0123, -3.9758, 2.6561)
H (4.3112, -5.7423, 0.9640)
H (3.4161, -5.3915, -1.3343)
H (2.0998, -3.4006, -1.8571)
N (-3.9037, -2.5092, 1.3259)
C (-2.7624, -2.8409, 2.0790)
C (-2.8657, -3.9526, 2.9276)
C (-1.7873, -4.2803, 3.7244)
C (-0.6307, -3.5142, 3.6629)
C (-0.6153, -2.4572, 2.7712)
N (-1.6538, -2.1290, 1.9916)
C (-4.3562, -1.3073, 0.7437)
C (-5.7100, -1.2730, 0.3775)
C (-6.2394, -0.0946, -0.1053)
C (-5.4278, 1.0245, -0.2139)
C (-4.1004, 0.8851, 0.1466)
N (-3.5654, -0.2552, 0.6013)
H (-4.6383, -3.1789, 1.4305)
H (-3.7820, -4.5341, 2.9673)
H (-1.8500, -5.1299, 4.3927)
H (0.2333, -3.7372, 4.2786)
H (0.2784, -1.8503, 2.6402)
H (-6.3332, -2.1524, 0.4940)
H (-7.2849, -0.0478, -0.3824)
H (-5.8055, 1.9695, -0.5832)
H (-3.4138, 1.7251, 0.0706)
F (1.9320, -0.7309, -2.5937)
B (2.7465, -0.4049, -3.8026)
F (2.1700, -1.0765, -4.8893)
F (4.0558, -0.8334, -3.5512)
F (2.6748, 0.9947, -3.9446)
C (-1.6393, -3.5530, -4.3850)
N (-1.7234, -4.4351, -3.2372)
C (-2.1255, -5.7999, -3.5199)
C (-2.5174, -6.5118, -2.2464)
C (-1.3801, -6.3517, -1.2621)
N (-1.1303, -4.9427, -1.0205)
C (-0.3830, -4.6383, 0.1961)
C (-1.2039, -4.0055, -2.0265)
O (-0.8605, -2.8299, -1.8834)
H (-2.6315, -3.3867, -4.8146)
H (-0.9937, -3.9879, -5.1561)
H (-1.2213, -2.6049, -4.0743)
H (-1.3121, -6.3471, -4.0154)
H (-2.9640, -5.7708, -4.2185)
H (-2.7225, -7.5647, -2.4481)
H (-3.4149, -6.0498, -1.8279)
H (-0.4795, -6.8518, -1.6450)
H (-1.6223, -6.8120, -0.3056)
H (-0.9308, -5.0203, 1.0607)
H (-0.2616, -3.5722, 0.2838)
H (0.6120, -5.0913, 0.1760)

Mulliken atomic charge list, values in e, 8 entries: number 1, Ba, carries 0.920; number 2, C, carries -1.859; number 3, C, carries 0.739; number 4, C, carries -1.108; number 5, C, carries -0.716; number 6, N, carries 0.444; number 7, N, carries 0.963; number 8, B, carries 1.104


3.
Here is C53H69BIInN13P3Se as an isolated structure from the OMol25 dataset. Energies are from wB97M-V/def2-TZVPD.

Output
gap between HOMO and LUMO	6.97	eV
charge	0
highest occupied orbital energy	-7.15	eV

Geometry (Å):
In (0.0706, 0.6951, 0.5479)
C (-0.4026, -4.5998, 0.0710)
C (1.0428, -4.4011, 0.5459)
C (1.9606, -4.5851, -0.6633)
C (1.3345, -5.4975, 1.5710)
P (1.2237, -2.5555, 1.0791)
C (-0.1120, -2.6077, 2.4008)
N (-0.3219, -1.3648, 3.0910)
B (-0.3008, -0.0349, 2.6193)
N (-0.4084, 0.8185, 3.7379)
C (-0.3063, 2.2505, 3.8870)
P (-0.6780, 3.1867, 2.3165)
C (0.2797, 4.7816, 2.7282)
C (1.7457, 4.4379, 2.4499)
C (0.1675, 5.3246, 4.1521)
C (-0.1484, 5.8541, 1.7256)
C (-2.5551, 3.4600, 2.5061)
C (-3.0295, 4.5002, 3.5173)
C (-3.1477, 2.1057, 2.8932)
C (-3.0616, 3.8332, 1.1124)
C (-0.5105, 0.0244, 4.8664)
C (-0.6074, 0.3648, 6.2055)
C (-0.6872, -0.6575, 7.1366)
C (-0.6769, -1.9883, 6.7410)
C (-0.5687, -2.3400, 5.4076)
C (-0.4761, -1.3257, 4.4662)
C (2.8541, -2.3190, 2.0650)
C (3.8640, -1.8455, 1.0173)
C (3.4220, -3.5218, 2.8150)
C (2.6703, -1.1810, 3.0696)
H (-0.4532, -5.4733, -0.5772)
H (-0.7555, -3.7433, -0.4947)
H (-1.0763, -4.7717, 0.9070)
H (1.8793, -5.6004, -1.0502)
H (2.9997, -4.4078, -0.3981)
H (1.6809, -3.8938, -1.4573)
H (0.8771, -6.4236, 1.2237)
H (0.9165, -5.2761, 2.5493)
H (2.3957, -5.6847, 1.6773)
H (0.1277, -3.3860, 3.1306)
H (-1.0342, -2.8896, 1.8770)
H (0.7215, 2.4903, 4.1869)
H (-0.9870, 2.5824, 4.6785)
H (2.0959, 3.5807, 3.0250)
H (2.3852, 5.2851, 2.6924)
H (1.8831, 4.2182, 1.3959)
H (0.4684, 4.5930, 4.8981)
H (-0.8353, 5.6645, 4.3829)
H (0.8368, 6.1797, 4.2422)
H (-0.1770, 5.4423, 0.7168)
H (0.5658, 6.6767, 1.7345)
H (-1.1300, 6.2538, 1.9676)
H (-2.6529, 4.2980, 4.5188)
H (-4.1180, 4.4603, 3.5592)
H (-2.7534, 5.5079, 3.2205)
H (-2.9815, 1.8683, 3.9416)
H (-2.7308, 1.3084, 2.2737)
H (-4.2242, 2.1157, 2.7187)
H (-2.5832, 4.7352, 0.7366)
H (-4.1372, 4.0015, 1.1382)
H (-2.8738, 3.0165, 0.4154)
H (-0.6099, 1.3925, 6.5343)
H (-0.7537, -0.4141, 8.1863)
H (-0.7550, -2.7640, 7.4892)
H (-0.5623, -3.3829, 5.1248)
H (3.9717, -2.5617, 0.2064)
H (4.8415, -1.6998, 1.4755)
H (3.5479, -0.8892, 0.5993)
H (3.7974, -4.2792, 2.1325)
H (2.6929, -3.9661, 3.4889)
H (4.2655, -3.1843, 3.4178)
H (2.2772, -0.2909, 2.5752)
H (3.6436, -0.9199, 3.4838)
H (2.0214, -1.4651, 3.8951)
I (-1.5568, -1.2377, -1.4780)
C (-0.9932, -2.6304, -3.0303)
C (-1.8535, -3.6974, -3.1200)
C (-1.7459, -4.6430, -4.1407)
C (-0.7762, -4.4912, -5.0852)
C (0.1369, -3.4204, -5.0155)
C (1.1074, -3.3056, -6.0287)
C (1.9881, -2.2645, -6.0372)
C (1.9486, -1.3376, -4.9976)
C (1.0502, -1.4270, -3.9543)
P (1.2625, -0.0818, -2.6844)
C (3.0979, -0.1294, -2.6062)
C (3.8947, 0.9957, -2.4302)
C (5.2505, 0.8700, -2.1807)
C (5.8298, -0.3829, -2.0909)
C (5.0414, -1.5117, -2.2366)
C (3.6888, -1.3876, -2.4789)
C (0.7303, 1.1896, -3.9092)
C (-0.6027, 1.0779, -4.3094)
C (-1.1650, 1.9933, -5.1753)
C (-0.4023, 3.0377, -5.6670)
C (0.9247, 3.1458, -5.2958)
C (1.4934, 2.2279, -4.4269)
C (0.0697, -2.4546, -3.9549)
H (-2.6456, -3.7960, -2.3946)
H (-2.4447, -5.4635, -4.1838)
H (-0.6945, -5.1754, -5.9162)
H (1.1275, -4.0549, -6.8058)
H (2.7147, -2.1558, -6.8273)
H (2.6610, -0.5248, -5.0037)
H (3.4687, 1.9862, -2.4503)
H (5.8449, 1.7579, -2.0400)
H (6.8860, -0.4808, -1.8864)
H (5.4827, -2.4951, -2.1506)
H (3.0793, -2.2785, -2.5655)
H (-1.2200, 0.2760, -3.9248)
H (-2.2047, 1.9003, -5.4548)
H (-0.8425, 3.7676, -6.3296)
H (1.5259, 3.9577, -5.6779)
H (2.5341, 2.3414, -4.1657)
N (1.2229, 3.5142, -1.2750)
C (2.1320, 2.8406, -0.5171)
N (3.3840, 3.2377, -0.3245)
N (3.9045, 2.3371, 0.4971)
N (3.0507, 1.4408, 0.7976)
N (1.8920, 1.7099, 0.1670)
C (-0.0435, 3.0859, -1.5383)
N (-0.8712, 3.6845, -2.3820)
N (-1.9730, 2.9494, -2.3552)
N (-1.8503, 1.9675, -1.5482)
N (-0.6297, 2.0058, -0.9943)
H (1.5396, 4.3329, -1.7680)
C (-4.7630, 1.5321, -2.6348)
N (-4.9081, 0.1417, -2.3107)
C (-4.9471, -0.8844, -3.2133)
C (-5.1125, -2.0374, -2.5231)
N (-5.1821, -1.7082, -1.1969)
C (-5.3495, -2.5941, -0.0813)
C (-5.0502, -0.3695, -1.0729)
Se (-5.0756, 0.5207, 0.4943)
H (-5.6733, 1.9036, -3.1081)
H (-3.9104, 1.6858, -3.2939)
H (-4.5746, 2.0884, -1.7199)
H (-4.8703, -0.7136, -4.2673)
H (-5.2027, -3.0456, -2.8708)
H (-5.6390, -3.5805, -0.4386)
H (-6.1185, -2.1950, 0.5842)
H (-4.4181, -2.6633, 0.4862)

Mulliken atomic charge list, values in e, 8 entries: number 1, In, carries 2.604; number 2, C, carries -2.093; number 3, C, carries 2.397; number 4, C, carries -1.972; number 5, C, carries -1.928; number 6, P, carries 0.640; number 7, C, carries -0.875; number 8, N, carries 0.549


E? In order: -204056.153; -99776.248; -182617.704 eV.
Energy above the lowest of the compared OMol25 structures with the same formula, charge and spin? In order: 20.7; 69.6; 8.0 kcal per mole.
Molar mass? In order: 1108.9; 1157.2; 1312.6 g/mol.